(1)
The following is a DFT calculation (the ωB97M-V functional and the def2-TZVPD basis) of a 2-piece molecular cluster, C14H28BFI2N3O8S overall.

* orbital gap: 0.08071 Eh
* LUMO: 0.01 eV
* net charge: -1

CARTESIAN COORDINATES (ANGSTROEM)
I (-4.9528, 0.2487, -0.0181)
I (-2.1814, 0.0525, -4.1771)
S (3.6642, -4.6029, -0.5368)
F (-0.6643, -1.8932, 0.3841)
O (2.3754, -3.8158, -0.6325)
O (4.0169, -5.1436, -1.8646)
O (-2.0972, 4.0304, -1.3597)
O (3.4843, -5.6845, 0.4556)
O (-1.4457, 2.3121, 2.4610)
O (-2.3055, 0.1058, 2.0114)
O (4.7224, -3.6533, -0.0696)
O (3.0030, -1.2578, 3.2157)
N (-2.2272, -0.4912, -1.0466)
N (-0.1552, -0.6015, 0.0360)
N (-1.5015, 1.3911, 0.1439)
C (-0.3650, 2.3142, -0.1623)
C (3.6872, -1.7393, 2.0527)
C (-1.0360, 3.6859, -2.2526)
C (0.8118, -0.8446, -1.0711)
C (-3.6609, 0.4684, -2.7483)
C (-4.8740, 1.1178, -3.3288)
C (1.6203, -1.5057, 3.2463)
C (2.1935, -1.0838, -0.5442)
C (-0.1600, 2.5671, -1.6529)
C (2.7702, -0.0211, 0.3957)
C (-1.3099, 0.1076, -0.3359)
C (-3.4437, 0.1024, -1.4799)
C (4.0227, -0.6205, 1.0587)
C (-3.0108, 0.0385, 3.2505)
B (-1.7472, 1.2739, 1.6070)
H (-2.3273, 4.9507, -1.5051)
H (1.3647, -2.0707, 4.1512)
H (4.6303, -2.1656, 2.4011)
H (2.0793, 0.3325, 1.1732)
H (-2.0754, -1.4789, -1.2401)
H (0.5683, 1.9356, 0.2735)
H (-3.6881, 0.8891, 3.3595)
H (-0.4198, 4.5669, -2.4610)
H (-5.2832, 0.5096, -4.1368)
H (2.8681, -1.1690, -1.3989)
H (0.7582, -0.0090, -1.7775)
H (3.0461, 0.8581, -0.2118)
H (-0.2969, 1.6551, -2.2349)
H (2.2028, -2.0812, -0.1013)
H (-1.4621, 3.3591, -3.2088)
H (1.0514, -0.5589, 3.2566)
H (-2.3097, 0.0155, 4.0859)
H (4.5508, 0.1540, 1.6344)
H (0.4639, -1.7605, -1.5740)
H (3.1583, -2.5373, 1.5337)
H (1.2898, -2.0894, 2.3813)
H (4.6828, -1.0208, 0.2852)
H (-4.5861, 2.0809, -3.7608)
H (-0.5572, 2.2641, 2.8276)
H (-3.5965, -0.8800, 3.2284)
H (-5.6375, 1.2965, -2.5716)
H (-0.6010, 3.2542, 0.3309)
H (0.8920, 2.8420, -1.7774)

Forces on atoms 1 to 3 (eV/Å):
I 0.11 0.01 -0.18
I 0.07 0.05 0.04
S 0.34 -0.01 0.33

(2)
The following is a DFT calculation (the ωB97M-V functional and the def2-TZVPD basis) of C14H28Br12O2Sr2 as an isolated structure.

* orbital gap: 0.21084 Eh
* LUMO: -7.62 eV
* net charge: +2

CARTESIAN COORDINATES (ANGSTROEM)
Sr (-4.0364, 2.4505, -2.2688)
Sr (-0.0747, 1.4870, -3.0774)
Br (0.1857, -1.1436, -4.5532)
Br (-2.3334, 5.0857, -1.3463)
Br (3.3145, -4.8392, 1.0786)
Br (2.0079, 4.4557, 2.1714)
Br (0.9685, 3.9263, -1.0571)
Br (1.9532, -4.6251, -2.0952)
Br (5.6326, -1.6531, -1.8695)
Br (-5.5457, -3.4651, 0.2198)
Br (-5.4049, -0.0648, -0.6512)
Br (-0.1655, -3.2684, 3.5954)
Br (5.3742, 0.3093, 1.3105)
Br (-4.7331, 3.3869, 0.5813)
O (-1.8974, 1.6848, -1.2269)
O (0.8235, 0.1888, -1.1524)
C (4.2585, -0.4454, -1.2240)
C (2.5053, 2.9771, -0.2296)
C (-1.2783, 1.0725, -0.0907)
C (1.4292, -4.2676, 3.0803)
C (-0.2255, -0.0183, -0.2581)
C (2.2281, 2.7812, 1.2246)
C (-4.3491, -2.1528, 0.9896)
C (1.5043, -2.8310, -2.6281)
C (0.5263, -2.9369, -3.7971)
C (1.7833, -3.8646, 1.6734)
C (-2.3723, 4.9871, 0.6060)
C (-5.0358, -0.8231, 1.1220)
C (4.0156, -0.5816, 0.2571)
C (-3.7699, 4.9997, 1.1551)
H (2.1985, -3.9916, 3.7849)
H (1.0839, -2.3141, -1.7710)
H (2.3932, -2.3237, -2.9870)
H (0.1545, -0.1597, 0.7844)
H (-1.7249, 5.7795, 0.9834)
H (1.3032, 2.2256, 1.3421)
H (3.3411, -0.6746, -1.7612)
H (1.1373, -5.3047, 3.1759)
H (-0.6587, -1.0440, -0.3740)
H (-0.4143, -3.4317, -3.6039)
H (-5.9594, -0.8381, 1.6790)
H (4.5365, 0.5630, -1.5187)
H (3.9397, -1.6114, 0.5797)
H (2.1046, -2.8238, 1.7184)
H (-0.7913, 1.8737, 0.5045)
H (3.0224, 2.2096, 1.6987)
H (0.9607, -3.8613, 0.9653)
H (-1.8187, 4.0769, 0.8421)
H (3.0499, -0.1111, 0.4729)
H (2.4545, 2.0014, -0.7096)
H (-3.4241, -2.0781, 0.4369)
H (3.3909, 3.5592, -0.4334)
H (-4.1670, -2.4941, 2.0049)
H (-2.0792, 0.7667, 0.6115)
H (-3.7284, 4.9133, 2.2371)
H (-4.3447, 5.8576, 0.8345)
H (-4.3101, -0.1368, 1.5613)
H (1.0611, -3.4398, -4.5984)

Forces on atoms 1 to 3 (eV/Å):
Sr 1.20 -0.55 1.82
Sr 0.86 -0.74 2.60
Br -0.29 -0.01 -0.42

(3)
The following is a DFT calculation (the ωB97M-V functional and the def2-TZVPD basis) of a 7-piece molecular cluster, C14H28Br14 overall.

* orbital gap: 0.37250 Eh
* LUMO: 0.11 eV
* net charge: 0

CARTESIAN COORDINATES (ANGSTROEM)
Br (4.2979, 1.0715, -1.4512)
Br (-1.6274, 8.9120, -2.4388)
Br (0.4556, -1.4517, 1.2735)
Br (0.0141, -5.9194, 7.0256)
Br (0.7459, -7.6224, -0.6234)
Br (3.2234, -5.7487, 2.8188)
Br (-2.4762, -4.4018, 4.9391)
Br (-2.0471, 1.7659, -9.3528)
Br (-0.3210, 4.4012, -3.0422)
Br (7.4130, 1.1676, 0.1943)
Br (-1.8065, -1.4248, -2.8018)
Br (-0.0523, -2.1011, -8.1080)
Br (-2.8140, 5.5963, 3.1630)
Br (-1.8186, 2.7659, 5.2710)
C (-1.3808, -0.7549, -8.5939)
C (1.7207, -6.5649, 1.8107)
C (-2.0016, -3.8422, 6.8294)
C (-1.0663, 7.1676, -3.3805)
C (-3.8869, 4.1374, 4.0252)
C (-0.6552, -0.8074, -0.2333)
C (-1.0786, -2.0502, -1.0882)
C (-3.1114, 2.8366, 3.8292)
C (-0.6676, 0.5960, -8.6116)
C (2.2645, -6.7550, 0.3640)
C (-0.4337, -3.9405, 7.0256)
C (5.6470, 1.7156, 0.9951)
C (4.8203, 2.4057, -0.1176)
C (-0.5658, 6.1891, -2.2908)
H (5.2109, 3.2141, -0.7358)
H (3.8703, 2.8312, 0.2057)
H (0.0175, -0.1379, -0.7693)
H (-4.0587, 4.3341, 5.0834)
H (-4.8381, 4.1699, 3.4938)
H (0.1587, 0.5589, -9.3215)
H (0.8669, -5.8903, 1.8727)
H (-0.3206, 1.0205, -7.6695)
H (1.5348, -7.5005, 2.3382)
H (-1.2583, 6.1055, -1.4532)
H (2.4507, -5.8351, -0.1902)
H (0.3622, 6.4863, -1.8024)
H (-1.5630, -0.2592, 0.0187)
H (3.1140, -7.4284, 0.2501)
H (-0.1056, -3.5478, 7.9880)
H (-2.1930, -0.9069, -7.8830)
H (-2.6698, -4.4715, 7.4173)
H (-1.7279, -1.1144, -9.5625)
H (-2.1959, -2.7697, 6.8313)
H (-0.3246, 7.4505, -4.1275)
H (-1.8378, -2.6245, -0.5571)
H (-2.5886, 2.9503, 2.8795)
H (5.8901, 2.4249, 1.7862)
H (-0.1614, -2.5858, -1.3333)
H (-1.9812, 6.7985, -3.8440)
H (0.1138, -3.4516, 6.2198)
H (5.1525, 0.9077, 1.5344)
H (-3.7088, 1.9276, 3.8994)

Forces on atoms 1 to 3 (eV/Å):
Br -0.13 -0.02 -0.02
Br 0.49 -1.26 -0.70
Br -0.74 0.29 -0.28

(4)
The following is a DFT calculation (the ωB97M-V functional and the def2-TZVPD basis) of a 7-piece molecular cluster, C14H28Br14 overall.

* orbital gap: 0.35381 Eh
* LUMO: 0.05 eV
* net charge: 0

CARTESIAN COORDINATES (ANGSTROEM)
Br (3.0512, -3.6515, -4.8740)
Br (1.5136, -1.4685, 0.6233)
Br (-1.5906, -0.4204, 3.7174)
Br (3.7409, 0.2823, -2.3579)
Br (-4.7943, 1.2598, 3.8931)
Br (-1.4539, 3.0800, 1.5933)
Br (0.1362, -7.0771, -0.5065)
Br (-1.6104, 0.8962, -1.6203)
Br (2.9068, 1.5162, 1.6802)
Br (-4.9603, 0.5481, -1.2264)
Br (3.4729, 4.8311, 2.1247)
Br (-1.8944, 5.9639, -0.4101)
Br (-3.1110, -3.2495, 0.8454)
Br (-0.5937, -3.1604, -3.0724)
C (-0.5027, -0.6454, -1.0676)
C (0.3088, -5.2812, -1.2679)
C (4.7907, 3.7379, 1.0227)
C (-0.7697, -5.0387, -2.2994)
C (-3.7713, -1.3529, 0.5577)
C (-3.4856, 0.9770, 5.4020)
C (-0.3492, 4.7086, -0.5117)
C (-4.5569, -1.2972, -0.7592)
C (3.2839, -2.3574, -3.4129)
C (0.0176, -0.2200, 0.2538)
C (-2.0002, 1.1038, 4.8923)
C (3.6840, -0.9911, -3.9740)
C (4.0172, 2.5357, 0.3865)
C (0.0686, 4.0937, 0.7846)
H (0.8830, 3.3875, 0.6226)
H (2.8705, -0.5654, -4.5614)
H (-2.9163, -0.6854, 0.4499)
H (0.2884, -0.7757, -1.8060)
H (4.6269, -0.9806, -4.5208)
H (-1.8725, 2.0158, 4.3091)
H (1.2699, -5.3542, -1.7768)
H (-3.9823, -1.6997, -1.5934)
H (-0.7562, -5.7440, -3.1303)
H (0.5043, 0.7550, 0.2818)
H (-1.2487, 1.1681, 5.6792)
H (4.7946, 1.9014, -0.0393)
H (-3.7372, 0.0182, 5.8555)
H (5.6878, 3.5461, 1.6114)
H (0.2538, -4.5484, -0.4629)
H (5.1924, 4.3950, 0.2514)
H (-0.6319, -0.1243, 1.1239)
H (2.3284, -2.2927, -2.8923)
H (-1.1093, -1.5485, -1.0006)
H (-4.4997, -1.1875, 1.3515)
H (3.4150, 2.8783, -0.4550)
H (0.4427, 5.3413, -0.9125)
H (-3.6608, 1.7556, 6.1444)
H (3.9659, -2.8853, -2.7462)
H (-1.7385, -5.0666, -1.8007)
H (-0.7940, 3.9763, -1.1854)
H (0.3730, 4.8439, 1.5145)
H (-5.4975, -1.8471, -0.7281)

Forces on atoms 1 to 3 (eV/Å):
Br -0.04 0.31 0.04
Br -0.49 -0.25 0.29
Br 0.09 0.40 0.41

(5)
The following is a DFT calculation (the ωB97M-V functional and the def2-TZVPD basis) of a 3-piece molecular cluster, C14H28BrNO2Si overall.

* orbital gap: 0.37016 Eh
* LUMO: 0.67 eV
* net charge: 0

CARTESIAN COORDINATES (ANGSTROEM)
Br (2.3029, -4.3147, 0.0745)
Si (0.7507, -0.3426, -0.1011)
O (-1.0459, 2.7716, -3.5506)
O (1.5884, 1.0460, 3.5917)
N (-3.0818, -1.7011, -1.1541)
C (2.7416, -2.0011, 1.6694)
C (-1.1783, -2.1660, 1.1080)
C (2.8662, -2.4022, 0.1741)
C (-0.4726, 0.8422, -4.8731)
C (-1.2608, 2.9744, -5.9409)
C (-1.8745, -1.1199, -1.0034)
C (-0.9001, -1.2855, 0.0078)
C (0.2964, 1.0266, 4.1980)
C (-3.2698, -2.5435, -0.1203)
C (-2.4457, -2.8097, 0.9895)
C (-0.3903, 2.3648, 3.9746)
C (0.4345, 0.7163, 5.6806)
C (-0.4750, 2.3607, -4.7922)
C (2.0349, -1.5378, -0.8462)
H (2.1060, 1.7418, 4.0142)
H (3.4715, -2.6381, 2.2284)
H (3.0497, -0.9551, 1.8853)
H (1.0435, 1.4751, 6.1807)
H (-2.3055, 2.6511, -5.9126)
H (0.6003, 0.7668, -1.0732)
H (3.9361, -2.3506, -0.1027)
H (1.7547, -2.2512, 2.1191)
H (0.0864, 0.4154, -4.0374)
H (-0.4982, -2.3647, 1.9472)
H (-1.4909, 0.4468, -4.8095)
H (-0.0233, 0.4966, -5.8064)
H (-1.3906, 2.3738, 4.4117)
H (0.5519, 2.7309, -4.8113)
H (-0.4738, 2.5789, 2.9074)
H (-1.9551, 2.4502, -3.5216)
H (-4.2264, -3.1073, -0.1617)
H (-1.6103, -0.3999, -1.8094)
H (2.7073, -1.0030, -1.5589)
H (-2.7815, -3.5211, 1.7616)
H (0.1915, 3.1782, 4.4183)
H (1.4608, -2.2560, -1.4797)
H (-0.8354, 2.6926, -6.9063)
H (-0.5413, 0.6761, 6.1686)
H (-1.2626, 4.0633, -5.8648)
H (1.1525, 0.2377, 1.1923)
H (-0.2755, 0.2347, 3.7088)
H (0.9373, -0.2417, 5.8262)

Forces on atoms 1 to 3 (eV/Å):
Br 0.31 0.51 -0.08
Si -0.28 -0.33 -0.63
O 0.26 0.15 0.14

(6)
The following is a DFT calculation (the ωB97M-V functional and the def2-TZVPD basis) of C14H28CdNO7S2 as an isolated structure.

* orbital gap: 0.10158 Eh
* LUMO: -8.63 eV
* net charge: +1

CARTESIAN COORDINATES (ANGSTROEM)
Cd (3.8285, -2.3187, 1.5268)
S (1.0359, 0.6836, 0.3748)
S (2.8081, 2.3958, -0.9400)
O (-8.9797, -0.7211, -0.1549)
O (-6.9198, -0.0447, 0.0670)
O (2.0926, 0.4112, 1.3680)
O (3.5651, 2.6505, 0.2530)
O (6.1490, -0.7378, 1.3377)
O (0.6693, -0.5684, -0.2463)
O (2.7092, 3.6118, -1.6710)
N (1.3026, 1.8680, -0.7077)
C (-5.7395, -0.1674, -0.7363)
C (-2.6000, 1.5454, 0.0382)
C (5.0591, -1.8089, -0.6603)
C (3.7818, 1.3320, -2.0390)
C (-7.4348, -2.4602, -0.3156)
C (-1.6985, 0.6593, 0.9190)
C (-0.3663, 1.2997, 1.3173)
C (3.5259, -0.1335, -1.8312)
C (-4.0809, 1.3563, 0.4520)
C (5.3179, -0.4803, 2.4857)
C (4.1331, -0.6243, -0.5478)
C (-5.0311, 1.1691, -0.7659)
C (5.9065, -1.9508, 0.6770)
C (-7.8401, -1.0176, -0.1437)
H (-7.1038, -2.8522, 0.6405)
H (5.6760, -1.8633, -1.5475)
H (3.2777, -1.0104, 0.0742)
H (-4.4438, 2.2005, 1.0247)
H (-6.6859, -2.6032, -1.0843)
H (-5.1004, -0.9465, -0.3161)
H (-2.4962, 1.3114, -1.0109)
H (4.2053, -0.4999, 2.1835)
H (-0.1975, 1.1405, 2.3722)
H (-2.3893, 2.5902, 0.2314)
H (3.9867, -0.6755, -2.6577)
H (-1.6058, -0.3165, 0.4543)
H (5.3953, -2.6992, 1.4303)
H (5.4880, -1.2223, 3.2715)
H (2.4660, -0.3261, -1.9229)
H (-8.3080, -3.0276, -0.5922)
H (-5.8104, 1.9196, -0.7087)
H (-4.4846, 1.2855, -1.6933)
H (4.3702, -2.6663, -0.7203)
H (-4.2081, 0.4698, 1.0689)
H (-2.2483, 0.4977, 1.8406)
H (-0.4198, 2.3677, 1.1482)
H (4.6279, 0.2245, -0.0936)
H (6.8614, -2.4195, 0.4706)
H (3.5500, 1.5828, -3.0667)
H (5.5490, 0.5159, 2.8276)
H (4.8399, 1.5454, -1.9296)
H (-5.9853, -0.4725, -1.7517)

Forces on atoms 1 to 3 (eV/Å):
Cd -5.26 0.91 0.57
S -0.76 0.74 -0.11
S 0.43 2.73 -0.21